1.
Computed, not measured: an isolated molecule of C9H9Cl in a non-equilibrium geometry, with ωB97M-V/def2-TZVPD.

```
19
Properties=species:S:1:pos:R:3:nbo_charge:R:1
C -2.666 -1.030 -0.349 -0.231
C -1.629 -0.568 -0.724 -0.002
C -0.042 2.254 -0.133 -0.235
C 0.567 1.632 1.048 -0.168
C -0.455 1.453 -1.076 -0.135
C 0.909 0.355 1.156 -0.251
C -0.344 -0.003 -1.066 -0.336
C 0.978 -0.591 0.094 0.049
C 0.653 -1.977 0.451 -0.663
Cl 2.482 -0.501 -0.903 -0.062
H -3.612 -1.298 -0.013 0.233
H 0.096 3.350 -0.192 0.224
H 0.727 2.208 1.934 0.210
H -0.680 1.972 -2.047 0.216
H 1.356 0.022 2.146 0.209
H -0.041 -0.430 -1.947 0.245
H 1.363 -2.651 -0.017 0.234
H -0.352 -2.151 0.129 0.247
H 0.689 -2.047 1.509 0.216
```

Summary:
E_tot = -21997.3089 eV
SMILES string = C#C[C@H]1C=CC=C[C@]1(C)Cl
LUMO level = 0.355 eV
energy relative to the best compared isomer or geometry (same formula, charge and spin) = 0.4 kJ/mol


2.
Computed, not measured: an isolated molecule of C9H9Cl2NO in a non-equilibrium geometry, with ωB97M-V/def2-TZVPD.

```
22
Properties=species:S:1:pos:R:3:nbo_charge:R:1
C -2.353 2.255 0.079 -0.223
C -1.978 1.463 1.124 -0.194
C -1.484 2.494 -0.940 -0.195
C -0.692 0.792 1.023 -0.169
C -0.137 2.052 -0.893 -0.179
C 0.191 1.100 0.029 -0.125
C 1.369 -1.211 0.352 0.532
C 0.459 -3.122 -0.718 -0.268
C 1.455 0.321 0.111 -0.048
N 1.917 -1.792 1.302 -0.674
O 0.481 -1.771 -0.492 -0.523
Cl 2.568 0.940 1.415 0.003
Cl 2.329 0.407 -1.417 0.012
H -3.365 2.708 0.042 0.221
H -2.494 1.382 2.082 0.223
H -1.757 3.057 -1.832 0.216
H -0.407 -0.061 1.642 0.221
H 0.454 2.374 -1.738 0.232
H -0.190 -3.410 -1.697 0.222
H 0.206 -3.758 0.186 0.180
H 1.551 -3.397 -0.920 0.178
H 1.876 -2.822 1.260 0.358
```

Summary:
E_tot = -38059.7805 eV
SMILES string = [H]/N=C(\OC)C(Cl)(Cl)c1ccccc1
LUMO level = 0.646 eV
energy relative to the best compared isomer or geometry (same formula, charge and spin) = 141.0 kJ/mol


3.
Computed, not measured: an isolated molecule of C9H9ClN2 in a non-equilibrium geometry, with ωB97M-V/def2-TZVPD.

```
21
Properties=species:S:1:pos:R:3:nbo_charge:R:1
Cl -0.188 -1.690 2.607 -0.049
N -1.844 2.315 -0.773 -0.162
C -0.896 2.507 0.041 -0.027
C 2.204 -1.891 -0.692 -0.218
C 1.460 -1.138 -1.621 -0.200
C 1.687 -1.970 0.608 -0.236
C 0.284 -0.472 -1.327 -0.219
C 0.421 -1.497 0.897 0.007
C -0.244 -0.556 -0.012 -0.032
N -2.181 1.061 -0.521 -0.475
C -0.600 1.506 1.053 -0.467
C -1.319 0.319 0.482 -0.116
H -0.467 3.422 0.122 0.181
H 3.148 -2.343 -0.986 0.226
H 1.863 -0.795 -2.617 0.215
H 2.276 -2.547 1.293 0.230
H -0.100 0.139 -2.200 0.242
H -3.040 0.625 -0.892 0.392
H 0.489 1.410 1.216 0.238
H -1.000 1.807 2.089 0.232
H -1.953 -0.213 1.232 0.237
```

Summary:
E_tot = -24979.2912 eV
SMILES string = Clc1ccccc1[C@H]1CC=NN1
LUMO level = 0.746 eV
energy relative to the best compared isomer or geometry (same formula, charge and spin) = 232.2 kJ/mol


4.
Computed, not measured: an isolated molecule of C9H9ClN3P in a non-equilibrium geometry, with ωB97M-V/def2-TZVPD.

```
23
Properties=species:S:1:pos:R:3:nbo_charge:R:1
C -2.183 1.166 1.579 0.269
C 0.245 1.580 1.388 0.168
C -0.103 -1.124 -2.584 0.187
C -0.910 0.777 1.021 -0.368
C -0.849 -0.100 -0.081 -0.067
C -1.856 -0.467 -0.964 0.004
C -1.533 -1.079 -2.286 -0.554
C 0.456 -0.778 -0.391 0.410
C 1.219 -1.350 0.716 -0.712
N -3.041 1.475 2.302 -0.363
N 0.802 -1.002 -1.638 -0.418
N 1.348 1.460 0.863 -0.849
P 2.784 2.187 0.980 0.594
Cl -3.470 -0.439 -0.530 0.118
H 0.025 2.099 2.347 0.165
H 0.174 -1.050 -3.555 0.191
H -1.897 -0.321 -3.118 0.292
H -2.045 -2.062 -2.649 0.292
H 0.674 -1.641 1.640 0.258
H 1.973 -0.495 1.137 0.300
H 1.727 -2.262 0.275 0.239
H 3.381 0.911 1.186 -0.070
H 3.077 2.517 2.362 -0.087
```

Summary:
E_tot = -35755.2512 eV
LUMO level (spin up / spin down) = -1.530 / -1.993 eV
energy relative to the best compared isomer or geometry (same formula, charge and spin) = 97.7 kJ/mol


5.
Computed, not measured: a cluster of 2 separate species, C9H9ClNP in total in a non-equilibrium geometry, with ωB97M-V/def2-TZVPD.

```
21
Properties=species:S:1:pos:R:3:nbo_charge:R:1
C 3.121 -0.031 0.297 -0.224
C 2.229 0.433 1.333 -0.210
C 2.684 -0.920 -0.689 -0.207
C 0.885 0.091 1.308 -0.242
C 0.567 -2.210 -1.461 -0.279
C -0.698 -2.191 -0.931 -0.012
C 1.335 -1.299 -0.614 -0.067
C 0.439 -0.751 0.388 0.122
C -2.885 1.712 1.736 -0.604
N -0.807 -1.262 0.149 -0.702
P -2.122 -0.992 1.173 0.808
Cl -3.528 -1.179 -0.158 -0.272
H 4.159 0.254 0.465 0.215
H 2.630 0.907 2.222 0.216
H 3.337 -1.234 -1.513 0.221
H 0.116 0.632 1.893 0.212
H 1.031 -2.443 -2.480 0.246
H -1.538 -2.782 -1.122 0.217
H -3.603 2.126 0.948 0.185
H -1.798 1.816 1.483 0.187
H -3.329 1.737 2.739 0.189
```

Summary:
E_tot = -32777.3356 eV
LUMO level (spin up / spin down) = -0.741 / -0.115 eV
energy relative to the best compared isomer or geometry (same formula, charge and spin) = 286.7 kJ/mol


6.
Computed, not measured: a structure of composition C9H9CuFN2S2 in a non-equilibrium geometry, with ωB97M-V/def2-TZVPD.

```
24
Properties=species:S:1:pos:R:3:nbo_charge:R:1
C -0.301 2.197 1.854 -0.638
C -1.417 1.990 0.642 -0.553
S -2.641 0.608 0.955 0.261
C -1.777 -1.088 0.948 -0.562
C -0.468 -0.934 -0.050 -0.008
C -0.805 -0.603 -1.637 -0.194
C 0.530 -0.400 -2.616 0.595
F 0.278 -0.081 -4.040 -0.255
C 2.034 -0.572 -1.983 0.008
N 3.381 -0.436 -2.666 -0.409
S 4.682 -0.787 -1.503 0.979
N 3.809 -1.098 -0.006 -0.432
C 2.350 -0.941 -0.413 0.097
C 1.033 -1.115 0.588 -0.023
H 0.440 3.037 1.452 0.252
H -0.828 2.531 2.862 0.257
H 0.334 1.219 2.068 0.193
H -0.790 1.878 -0.350 0.226
H -2.055 2.986 0.505 0.302
H -1.482 -1.359 2.064 0.276
H -2.490 -1.933 0.519 0.029
H -1.915 -0.504 -2.008 0.314
H 1.140 -1.386 1.742 0.291
Cu -3.042 -3.207 1.071 0.993
```

Summary:
multiplicity = 2
E_tot = -81455.0166 eV
charge = +2
LUMO level (spin up / spin down) = -9.477 / -10.708 eV